[1]
Here is a molecular structure, C32H60CdN9OP3 from the OMol25 dataset. Energies are from wB97M-V/def2-TZVPD.

```
! wB97M-V def2-TZVPD RIJCOSX def2/J DEFGRID3
* xyz 2 1
Cd -15.6662 1.9723 19.1278
N -16.0363 4.2087 18.7014
C -16.3728 5.0844 19.8602
C -16.2228 4.4314 21.2496
N -16.7942 3.1038 21.2580
C -18.3001 3.1295 21.0680
C -18.6276 2.8887 19.6411
N -18.0282 1.6816 19.0740
H -15.0723 4.5569 18.3899
H -16.6076 4.5652 17.9508
H -17.4372 5.2489 19.6829
H -15.8716 6.0077 19.7477
H -16.7079 5.0365 22.0457
H -15.1641 4.3098 21.5487
H -16.5108 2.5897 22.0827
H -18.8144 4.0355 21.4196
H -18.6760 2.3385 21.6830
H -18.2220 3.6877 19.0183
H -19.7475 2.9231 19.6268
H -18.3465 1.5288 18.1255
H -18.1808 0.8303 19.5579
C -15.5894 -2.2445 20.2234
P -15.1368 -0.4676 20.5321
C -15.5304 -0.3278 22.2824
C -13.3054 -0.5450 20.5023
C -12.6150 0.8330 20.6048
P -13.0317 2.1272 19.4208
C -12.0067 3.5252 20.0257
C -12.3030 1.6792 17.9083
H -14.8836 -2.8847 20.7186
H -15.5963 -2.5338 19.2018
H -16.5718 -2.5249 20.5916
H -14.9204 -0.9903 22.8159
H -16.5537 -0.6351 22.3625
H -15.4739 0.6934 22.5980
H -12.9725 -1.1153 19.6089
H -13.0424 -1.1639 21.3152
H -11.5940 0.6217 20.6794
H -12.8791 1.3368 21.5398
H -10.9950 3.1392 20.1089
H -12.3848 3.9069 20.9953
H -11.9695 4.4269 19.4194
H -11.2428 1.6594 17.9493
H -12.4787 2.4548 17.1671
H -12.7184 0.7096 17.4426
N -15.4153 2.4288 8.1396
C -15.3278 2.1373 9.2598
C -15.2724 1.7873 10.6440
C -15.8082 0.5926 11.1293
C -15.7949 0.3793 12.5317
C -15.1809 1.2941 13.3402
C -14.6028 2.5030 12.8253
C -14.6518 2.7270 11.4644
N -15.0767 1.0608 14.7604
C -14.9469 -0.1753 15.3018
C -15.2161 0.0211 16.6340
N -15.5773 1.3087 16.8475
C -15.5118 1.9218 15.7045
H -16.2714 -0.1452 10.4578
H -16.2593 -0.5257 12.9610
H -14.1222 3.0688 13.5703
H -14.2613 3.5921 10.8897
H -14.4912 -1.0323 14.7619
H -15.3266 -0.6669 17.4245
H -15.8072 2.9600 15.4923
O -13.5274 5.0608 17.8759
P -13.4517 6.5346 17.4685
N -13.9090 6.6349 15.9480
C -13.6726 7.6923 14.9783
C -13.7706 7.0427 13.5989
C -14.9086 6.0456 13.7915
C -14.8172 5.6509 15.2684
N -11.9885 7.1836 17.6942
C -11.4479 8.5833 17.7098
C -9.9366 8.4275 17.6412
C -9.5941 6.9895 18.1534
C -10.8069 6.2549 17.5334
N -14.4349 7.5559 18.2907
C -15.7274 8.1665 17.8453
C -16.1402 9.0818 18.9717
C -15.5325 8.4722 20.2050
C -14.2406 7.7963 19.7452
H -12.7088 8.1065 15.2337
H -14.3841 8.5212 15.0468
H -12.7902 6.5494 13.4509
H -13.9371 7.7341 12.7492
H -14.8614 5.2679 13.0422
H -15.8527 6.5237 13.5613
H -14.4583 4.6093 15.4564
H -15.8496 5.7478 15.6279
H -11.8810 9.1139 18.5337
H -11.8711 9.1033 16.7989
H -9.4111 9.2342 18.1484
H -9.5329 8.4196 16.6213
H -9.5748 6.8186 19.2693
H -8.7050 6.5933 17.6773
H -11.0960 5.3265 18.0134
H -10.5823 6.0544 16.4463
H -16.4992 7.4461 17.6259
H -15.4824 8.6770 16.8472
H -17.2182 9.1057 19.0562
H -15.8249 10.0540 18.7710
H -16.2693 7.7950 20.6384
H -15.3413 9.2431 20.9973
H -14.0999 6.8471 20.2901
H -13.3840 8.5212 19.9540
*
```

The relative energy (zero: lowest compared OMol25 entry of this formula, charge and spin) is 0.0 kcal per mole. As for the HOMO-LUMO gap: 9.24 eV.

These are the Löwdin partial charges, in e, on atoms 1 to 6:
1 Cd 1.1592
2 N -0.0716
3 C -0.2210
4 C -0.2158
5 N -0.1183
6 C -0.1831


[2]
Here is 11 unconnected molecules or ions with the total composition C32H60F21N3O24PS7 from the OMol25 dataset. Energies are from wB97M-V/def2-TZVPD.

```
! wB97M-V def2-TZVPD RIJCOSX def2/J DEFGRID3
* xyz -4 2
C 0.2581 -7.0873 -4.4748
C 1.6096 -6.9122 -3.8406
O 2.5662 -7.6546 -4.1981
N 1.8867 -5.7454 -2.9578
H 2.0023 -4.9365 -3.5514
H 0.9902 -5.6800 -2.4971
C 3.0083 -5.8816 -1.9373
H -0.0460 -6.2322 -5.0784
H -0.4771 -7.2514 -3.6870
H 0.2403 -7.9619 -5.1252
H 3.1005 -4.9883 -1.3195
H 3.9399 -6.0956 -2.4611
H 2.7072 -6.7416 -1.3391
C -3.6455 -5.0107 2.0550
C -2.2250 -5.3295 2.4991
O -1.9302 -5.8737 3.5333
N -1.1355 -4.8689 1.5079
H -0.9162 -5.7147 1.0014
H -1.6069 -4.4334 0.7279
C 0.0382 -4.0569 2.1301
H -4.2835 -4.8032 2.9141
H -4.0906 -5.7958 1.4437
H -3.6060 -4.1285 1.4161
H 0.4033 -3.2862 1.4512
H 0.8567 -4.7291 2.3874
H -0.2698 -3.6819 3.1061
C -0.2729 0.9472 -1.3902
C 0.3916 -0.2895 -0.9403
O 0.4728 -0.5844 0.2265
N 1.0004 -1.1322 -2.0523
H 0.1968 -1.3279 -2.6320
H 1.6775 -0.5923 -2.5722
C 1.6698 -2.4864 -1.6341
H 0.4145 1.7460 -1.6687
H -0.7555 1.2419 -0.4584
H -0.8899 0.7399 -2.2645
H 2.0658 -2.9658 -2.5293
H 0.9526 -3.0938 -1.0821
H 2.5235 -2.1815 -1.0288
C -3.4460 -0.1880 3.0429
C -2.0764 0.0548 2.5149
C -1.0493 0.3945 3.5685
C -1.3953 1.6947 4.3900
P -1.2684 3.3573 3.5248
C -2.8091 3.7840 2.6752
C -4.0233 4.2467 3.5682
C -5.2378 4.2510 2.5698
C -6.6411 4.2331 3.2637
C -1.0853 4.5463 4.8530
C -1.1601 6.1080 4.5660
C -1.5895 6.9589 5.8669
C -1.3482 8.4835 5.6708
C 0.0339 3.4054 2.2827
C 1.5554 3.5806 2.6732
C 2.1910 2.3011 3.0909
C 3.6196 2.4965 3.4184
H -4.1642 -0.6560 2.3697
H -3.8598 0.7565 3.3961
H -3.2906 -0.8949 3.8580
H -2.2003 0.7313 1.6693
H -1.7718 -0.7809 1.8849
H -0.0800 0.6026 3.1154
H -0.9445 -0.5550 4.0935
H -0.7483 1.8450 5.2543
H -2.3147 1.6378 4.9727
H -3.0674 2.9871 1.9778
H -2.4864 4.5977 2.0257
H -3.9055 5.2608 3.9502
H -4.1893 3.5761 4.4113
H -5.1421 3.5570 1.7347
H -5.3829 5.2279 2.1087
H -6.8254 3.2523 3.7022
H -7.3441 4.4312 2.4545
H -6.5906 4.9073 4.1187
H -0.1530 4.4323 5.4061
H -1.6824 4.2117 5.7013
H -1.9313 6.1937 3.8005
H -0.1362 6.3877 4.3182
H -1.1101 6.5998 6.7776
H -2.6419 6.7715 6.0799
H -0.2792 8.4946 5.4582
H -1.4809 9.0039 6.6193
H -2.0291 8.9511 4.9596
H -0.2842 4.2655 1.6936
H -0.2018 2.5232 1.6876
H 1.7318 4.3362 3.4386
H 2.0820 3.8937 1.7717
H 2.2493 1.5050 2.3486
H 1.6640 1.9718 3.9864
H 3.6863 3.0772 4.3385
H 4.1274 2.8306 2.5136
H 4.0773 1.5120 3.5152
C 3.2728 -1.3854 3.0943
F 4.2072 -0.9177 2.3424
F 3.4005 -1.0553 4.4179
F 1.9964 -1.0942 2.6012
S 3.4329 -3.3594 2.8449
O 2.6060 -4.0191 3.8246
O 2.9564 -3.6353 1.4863
O 4.8767 -3.7599 2.9704
C -3.1248 -5.2273 -3.0231
F -2.5319 -5.8286 -4.0423
F -4.1580 -4.4560 -3.3885
F -3.6836 -6.1694 -2.2843
S -1.7278 -4.2547 -1.9998
O -1.2522 -3.0780 -2.6767
O -2.3525 -3.9523 -0.7216
O -0.6303 -5.2243 -1.8810
C -0.7808 -2.8008 -6.4753
F -1.6346 -3.7569 -6.2276
F -0.8361 -2.6999 -7.7825
F -1.0949 -1.7345 -5.7502
S 0.9733 -3.4762 -5.9093
O 2.0334 -2.5381 -6.3297
O 0.9111 -3.6341 -4.4516
O 1.1824 -4.8090 -6.5476
C 6.5358 -4.1645 -4.8293
F 6.6930 -5.4687 -4.7598
F 7.3458 -3.6349 -3.9277
F 6.8426 -3.7611 -6.1319
S 4.7370 -3.6199 -4.4188
O 4.7562 -3.5193 -2.9233
O 4.5195 -2.3921 -5.1837
O 3.8554 -4.6546 -4.9727
C 2.2301 4.2934 -1.5097
F 1.5426 5.2374 -0.7570
F 2.3710 3.1626 -0.7874
F 1.6233 4.0067 -2.6345
S 3.9799 5.0035 -1.9937
O 4.6083 3.9642 -2.8638
O 3.7261 6.2458 -2.7542
O 4.7511 5.1496 -0.7293
C -2.6919 3.6502 -2.8869
F -1.4863 3.4009 -3.3294
F -3.2236 4.4268 -3.7822
F -3.4561 2.6275 -2.8034
S -2.5069 4.5525 -1.2946
O -1.7829 5.8304 -1.5485
O -3.8782 4.7020 -0.7540
O -1.7710 3.6018 -0.3884
C 1.2646 1.9993 -5.6668
F 1.1933 1.7888 -6.9770
F 1.5169 3.2660 -5.3536
F 0.0971 1.7398 -5.0406
S 2.7229 0.9279 -5.0336
O 3.0124 -0.1017 -6.0463
O 3.9088 1.7936 -5.0716
O 2.4491 0.5190 -3.6691
*
```

As for the HOMO-LUMO gap (spin up / spin down): 1.82 / 4.30 eV.

These are the Löwdin partial charges, in e, on atoms 1 to 6:
1 C 0.0046
2 C -0.3195
3 O 0.0774
4 N 0.0936
5 H 0.0883
6 H 0.0814


For the records above, the corresponding max |F| values read 4.1; 6.4 eV/A.
For the records above, the corresponding total energy values read -3014.7927; -8451.0226 Eh.